1.
{
  "formula": "C24H48O24",
  "method": "ωB97M-V/def2-TZVPD",
  "smiles": "COC(=O)OC.COC(=O)OC.COC(=O)OC.COC(=O)OC.COC(=O)OC.COC(=O)OC.COC(=O)OC.COC(=O)OC",
  "e_tot_ha": -2749.0678,
  "de_lowest_ev": 0.8023,
  "largest_force_ev_per_a": 2.3,
  "elements": ["C", "O", "C", "O", "O", "C", "H", "H", "H", "H", "H", "H", "C", "O", "C", "O", "O", "C", "H", "H", "H", "H", "H", "H", "C", "O", "C", "O", "O", "C", "H", "H", "H", "H", "H", "H", "C", "O", "C", "O", "O", "C", "H", "H", "H", "H", "H", "H", "C", "O", "C", "O", "O", "C", "H", "H", "H", "H", "H", "H", "C", "O", "C", "O", "O", "C", "H", "H", "H", "H", "H", "H", "C", "O", "C", "O", "O", "C", "H", "H", "H", "H", "H", "H", "C", "O", "C", "O", "O", "C", "H", "H", "H", "H", "H", "H"],
  "positions_angstrom": [[-0.028, -1.079, 0.796], [-0.979, -0.631, -0.133], [-1.480, 0.590, 0.103], [-0.943, 1.455, 0.736], [-2.610, 0.717, -0.587], [-3.336, 1.921, -0.346], [0.684, -1.745, 0.305], [-0.434, -1.611, 1.649], [0.654, -0.341, 1.225], [-4.094, 1.947, -1.123], [-2.702, 2.804, -0.407], [-3.796, 1.900, 0.642], [-6.901, 6.211, -6.342], [-5.664, 6.079, -5.665], [-5.755, 5.766, -4.377], [-6.766, 5.545, -3.769], [-4.521, 5.668, -3.893], [-4.438, 5.280, -2.531], [-7.441, 7.100, -6.003], [-7.551, 5.369, -6.105], [-6.728, 6.315, -7.405], [-3.438, 4.921, -2.315], [-5.176, 4.492, -2.371], [-4.674, 6.082, -1.830], [2.130, -3.584, 2.344], [2.465, -2.931, 3.572], [3.627, -3.251, 4.112], [4.406, -4.070, 3.703], [3.801, -2.525, 5.223], [5.123, -2.462, 5.722], [1.700, -4.571, 2.523], [3.003, -3.656, 1.703], [1.321, -2.980, 1.946], [5.561, -3.427, 5.971], [5.041, -1.828, 6.602], [5.818, -1.993, 5.021], [-1.646, -6.637, -0.626], [-2.171, -6.227, 0.630], [-1.730, -5.051, 1.060], [-1.142, -4.235, 0.395], [-2.138, -4.878, 2.313], [-1.972, -3.591, 2.881], [-2.158, -6.097, -1.428], [-1.866, -7.691, -0.746], [-0.586, -6.411, -0.705], [-2.319, -3.651, 3.909], [-2.538, -2.848, 2.320], [-0.926, -3.286, 2.937], [1.740, 0.749, 4.349], [0.449, 1.354, 4.526], [-0.561, 0.572, 4.202], [-0.476, -0.551, 3.780], [-1.690, 1.222, 4.470], [-2.878, 0.568, 4.053], [1.856, 0.302, 3.363], [1.896, 0.032, 5.149], [2.466, 1.560, 4.377], [-2.986, 0.490, 2.971], [-3.698, 1.164, 4.447], [-2.939, -0.430, 4.490], [2.323, 0.864, -0.895], [2.223, 0.588, -2.267], [2.309, 1.591, -3.132], [2.460, 2.747, -2.848], [2.177, 1.097, -4.359], [2.440, 2.037, -5.400], [1.378, 1.195, -0.467], [3.101, 1.609, -0.698], [2.692, -0.004, -0.349], [3.470, 2.381, -5.331], [1.776, 2.899, -5.348], [2.254, 1.530, -6.342], [3.094, -6.711, -3.909], [3.632, -6.619, -2.578], [3.188, -5.699, -1.739], [3.640, -5.539, -0.640], [2.196, -4.971, -2.262], [1.738, -3.874, -1.456], [2.010, -6.700, -3.882], [3.572, -7.578, -4.346], [3.433, -5.841, -4.479], [2.528, -3.146, -1.271], [1.361, -4.298, -0.530], [0.974, -3.398, -2.061], [0.867, 3.930, 2.385], [0.578, 4.111, 1.004], [0.958, 5.251, 0.450], [1.434, 6.192, 1.024], [0.737, 5.160, -0.859], [1.128, 6.270, -1.673], [0.191, 4.498, 3.014], [1.935, 4.059, 2.549], [0.672, 2.868, 2.537], [1.270, 5.833, -2.657], [2.057, 6.743, -1.359], [0.338, 7.019, -1.640]],
  "atomic_forces_ev_per_a": [[2.0448, -0.7429, 0.6168], [-0.5313, 0.2625, 0.1801], [0.4267, -0.1311, -0.7721], [-0.1538, 0.1685, 0.6782], [-0.0451, -0.1990, 0.1929], [-0.0489, 0.2705, -0.1143], [-0.5293, -0.1913, -0.4397], [-0.5782, 0.0442, -0.2084], [-0.6156, 0.6457, -0.2339], [-0.0885, 0.0429, 0.0648], [0.1272, -0.1105, -0.0618], [-0.0337, -0.0735, -0.0189], [-1.0783, 0.2669, 0.3448], [0.4158, 0.2003, -0.2319], [0.1182, -0.3823, -0.0887], [-0.3098, 0.1522, 0.1138], [0.5353, 0.4091, -0.0633], [-0.5952, -0.5323, 0.5923], [0.1976, 0.0161, 0.0469], [0.1144, -0.1146, -0.2478], [0.3321, -0.2129, -0.0240], [0.1094, 0.0200, -0.3395], [0.2029, -0.0623, 0.2023], [-0.0226, 0.2350, -0.2974], [-0.4135, -0.0749, 0.1410], [-0.2461, 0.2576, 0.2208], [0.4474, -0.4926, 0.2126], [0.0401, 0.1154, -0.1723], [-0.4061, 0.2176, -0.3714], [0.6679, 0.2420, 0.3424], [0.3212, -0.1152, 0.1395], [-0.0871, -0.0285, -0.1697], [0.2274, 0.0637, -0.2821], [-0.3702, -0.1501, 0.0645], [0.1403, -0.1397, 0.0652], [-0.2751, 0.0531, -0.1648], [-0.2784, 0.3845, -0.7270], [0.2812, -0.3805, 0.4411], [-0.5925, 0.6539, -0.1087], [0.3648, -0.0562, 0.0917], [-0.0944, -0.6105, 0.0847], [0.3564, 0.4989, 0.2721], [0.0585, 0.0254, 0.0535], [0.1316, -0.0988, 0.2274], [0.0721, -0.1926, 0.0907], [-0.2420, -0.1139, -0.1014], [0.0168, 0.0150, 0.0143], [0.0029, -0.1103, -0.2407], [0.2758, 0.3684, -0.1557], [0.5380, 0.2406, -0.1507], [-0.2893, -0.1905, 0.2289], [-0.1378, -0.2196, -0.1342], [0.0061, 0.2525, -0.3271], [-0.6290, -0.3320, 0.3653], [-0.3379, -0.2950, 0.1357], [0.2083, -0.1498, -0.1479], [-0.1289, 0.0482, 0.3919], [0.3358, 0.1033, -0.0354], [0.0627, 0.0609, -0.0313], [0.0675, 0.0089, -0.0777], [0.8183, 0.7894, 1.1006], [-0.1000, -1.0525, -0.5179], [-0.2004, 0.2412, 0.4309], [0.1844, 0.2878, -0.0383], [0.0284, -0.1899, -0.2078], [-0.1093, 0.3092, -0.1483], [-0.0639, 0.0933, -0.1161], [-0.3267, 0.2707, -0.2205], [-0.3532, -0.4204, -0.4688], [0.0060, -0.0023, -0.0956], [0.0023, -0.0347, 0.2015], [0.1235, -0.1981, 0.0679], [0.5495, 0.9253, 0.1258], [0.1686, -0.5774, -0.1416], [-0.1190, 0.4981, 0.2307], [0.0670, -0.0927, 0.0841], [0.1015, 0.2088, -0.4379], [-0.0103, -0.2837, -0.1286], [-0.0396, -0.4216, -0.1575], [-0.3717, -0.2957, 0.0555], [-0.1465, -0.0266, 0.0297], [0.1662, -0.2069, 0.0562], [-0.2066, 0.3959, 0.0970], [-0.2359, -0.0539, 0.2109], [0.0948, -1.1302, -0.3433], [-0.2349, -0.1559, -0.3218], [0.1225, 0.0664, -0.1181], [0.1454, 0.3041, 0.1569], [0.0853, -0.0948, -0.0098], [-0.0567, -0.0250, 0.0891], [0.2936, 0.3389, 0.1230], [-0.1186, 0.5773, 0.3212], [-0.1925, 0.1374, 0.0964], [-0.1716, 0.1908, -0.1179], [0.0093, -0.2276, 0.2727], [0.0022, 0.0148, -0.2371]]
}

=====

2.
{
  "formula": "C24H49B2Br2F3N2O5P",
  "method": "ωB97M-V/def2-TZVPD",
  "e_tot_ha": -7268.1107,
  "largest_force_ev_per_a": 2.4,
  "charge": 1,
  "elements": ["C", "B", "O", "C", "C", "C", "P", "C", "C", "C", "C", "C", "C", "F", "Br", "C", "F", "F", "Br", "N", "C", "B", "N", "O", "H", "H", "H", "H", "H", "H", "H", "H", "H", "H", "H", "H", "H", "H", "H", "H", "H", "H", "H", "H", "H", "H", "H", "H", "H", "C", "C", "C", "O", "C", "H", "H", "H", "H", "H", "H", "H", "H", "C", "C", "C", "O", "C", "H", "H", "H", "H", "H", "H", "H", "H", "C", "C", "C", "O", "C", "H", "H", "H", "H", "H", "H", "H", "H"],
  "positions_angstrom": [[4.057, 4.106, -0.165], [2.912, 3.209, 0.433], [3.244, 2.403, 1.468], [1.444, 3.263, -0.216], [0.882, 1.834, -0.405], [-0.568, 1.762, -0.964], [-1.282, 0.211, -0.228], [-2.906, -0.258, -0.971], [-1.388, 0.345, 1.610], [-1.323, 3.065, -0.692], [-2.817, 3.008, -0.833], [-3.465, 4.400, -0.936], [-4.496, 4.698, 0.125], [-4.770, 6.007, 0.044], [-3.843, 4.381, 1.936], [-5.842, 3.938, -0.098], [-5.616, 2.710, -0.503], [-6.496, 3.847, 1.047], [-7.018, 4.858, -1.318], [-0.889, 3.597, 0.630], [0.473, 4.220, 0.522], [0.978, 4.653, 1.983], [0.469, 4.033, 3.236], [1.880, 5.640, 2.118], [4.887, 3.463, -0.445], [4.424, 4.835, 0.552], [3.754, 4.623, -1.068], [2.477, 1.930, 1.828], [1.583, 3.666, -1.211], [0.977, 1.298, 0.540], [1.534, 1.329, -1.103], [-0.458, 1.615, -2.029], [-3.674, -0.273, -0.206], [-3.183, 0.354, -1.817], [-2.810, -1.267, -1.337], [-0.408, 0.360, 2.065], [-1.847, -0.576, 1.944], [-1.993, 1.160, 2.017], [-0.979, 3.799, -1.417], [-3.307, 2.410, -0.074], [-3.017, 2.514, -1.771], [-2.740, 5.209, -0.893], [-3.978, 4.511, -1.883], [-1.521, 4.325, 0.970], [-0.874, 2.802, 1.273], [0.391, 5.126, -0.065], [0.388, 3.017, 3.162], [-0.489, 4.350, 3.391], [2.640, 5.328, 2.640], [3.295, -0.140, -5.345], [4.262, 0.084, -4.187], [3.534, 1.144, -3.375], [2.131, 0.921, -3.575], [1.947, -0.007, -4.656], [3.422, -1.099, -5.843], [3.417, 0.650, -6.090], [4.363, -0.833, -3.604], [5.256, 0.400, -4.499], [3.775, 2.152, -3.729], [3.762, 1.087, -2.308], [1.620, -0.963, -4.233], [1.166, 0.363, -5.320], [-0.638, -4.354, 0.646], [-1.614, -5.460, 0.267], [-2.957, -4.774, 0.472], [-2.748, -3.382, 0.192], [-1.343, -3.118, 0.107], [0.360, -4.487, 0.230], [-0.547, -4.297, 1.731], [-1.486, -5.728, -0.785], [-1.505, -6.363, 0.864], [-3.298, -4.868, 1.507], [-3.736, -5.161, -0.185], [-1.091, -2.941, -0.945], [-1.109, -2.223, 0.672], [2.907, -7.069, 3.288], [1.932, -8.174, 2.899], [0.590, -7.491, 3.109], [0.794, -6.097, 2.842], [2.198, -5.831, 2.759], [3.905, -7.196, 2.870], [2.997, -7.015, 4.375], [2.063, -8.433, 1.846], [2.041, -9.083, 3.488], [0.247, -7.595, 4.143], [-0.188, -7.876, 2.447], [2.451, -5.649, 1.708], [2.430, -4.933, 3.332]],
  "atomic_forces_ev_per_a": [[-0.3206, -0.4374, -0.1001], [0.4501, 0.8262, -0.8554], [-0.7485, -0.1968, 0.5674], [-0.0327, -0.4949, -0.0729], [-0.0487, 0.6256, 0.2641], [-0.2426, 0.1944, 1.4896], [1.5666, -1.4861, -0.9782], [0.1641, 0.3823, 0.6334], [-0.8449, 0.8999, -0.3450], [0.2294, 0.1499, -0.9174], [-0.3739, 0.3912, -0.3588], [0.1224, -0.5093, 0.4864], [-0.2763, -0.0364, -0.6620], [-0.1079, 0.9325, 0.3141], [0.0255, -0.1016, 0.1251], [-0.2072, 0.9625, 0.5389], [0.3960, -1.1679, -0.6714], [-0.5191, 0.0077, 0.8928], [0.1850, -0.0682, -0.3463], [0.4534, 0.2512, -0.7700], [0.5722, -0.0276, 0.9791], [-0.5831, -0.4621, 0.8919], [-0.1483, -0.5615, -0.9009], [1.0735, -0.2326, -0.9820], [0.3299, -0.0690, 0.0955], [0.1491, 0.0979, 0.1247], [-0.0916, 0.2397, -0.0923], [0.4441, -0.1561, -0.0471], [0.0334, 0.1576, -0.3044], [-0.1890, -0.2392, 0.1176], [0.1123, -0.2990, -0.1343], [-0.3644, -0.1032, -0.3434], [-0.3720, 0.1628, -0.0538], [-0.1588, 0.3227, -0.0437], [0.1304, -0.3849, 0.0195], [0.3938, 0.0481, -0.0476], [-0.2111, -0.2779, 0.0319], [-0.1146, 0.0242, 0.1501], [0.1512, 0.2844, -0.0539], [0.1413, -0.1916, 0.2199], [0.0255, -0.3338, -0.2217], [0.1555, 0.1053, 0.0612], [-0.1358, 0.0653, -0.2964], [-0.3168, -0.4270, 0.2079], [-0.1529, 0.2908, 0.3069], [-0.3812, 0.2139, -0.2103], [-0.0627, 0.0634, 0.1881], [0.1796, 0.1328, 0.4462], [-0.4416, 0.6475, 0.4682], [0.0159, 0.1663, -0.0796], [-0.0065, -0.1613, 0.0920], [-0.0288, 0.1684, -0.0756], [0.0437, 0.0336, 0.0695], [-0.0636, -0.1713, 0.0748], [-0.0061, -0.0126, 0.0241], [-0.0123, -0.0207, -0.0127], [0.0189, 0.0169, 0.0093], [-0.0123, 0.0247, -0.0097], [0.0683, -0.0080, 0.0229], [-0.0607, -0.0045, 0.0174], [-0.0033, -0.0204, -0.0503], [-0.0200, 0.0649, 0.0580], [-0.0677, 0.1163, 0.1466], [0.0188, -0.0030, -0.1864], [-0.0328, -0.0137, 0.1548], [0.0704, 0.0141, 0.0258], [-0.1095, -0.4999, -0.2386], [-0.0050, -0.0096, -0.0066], [0.0438, -0.0334, -0.0077], [-0.0221, -0.0221, 0.0106], [0.0112, 0.0315, 0.0448], [-0.0001, -0.0591, -0.0043], [-0.0242, 0.0872, -0.0216], [0.1045, 0.0854, 0.0330], [0.0341, 0.0639, 0.0651], [-0.0002, 0.0034, 0.1575], [0.0203, -0.0137, -0.1693], [-0.0488, 0.0435, 0.1658], [0.1177, -0.1503, 0.0436], [-0.0372, 0.0247, -0.1627], [-0.0099, 0.0028, -0.0211], [0.0151, 0.0131, -0.0091], [-0.0113, -0.0175, 0.0108], [-0.0083, 0.0134, 0.0208], [-0.0109, -0.0690, -0.0099], [-0.0236, 0.0667, -0.0131], [0.0742, 0.0150, 0.0188], [-0.0697, 0.0187, 0.0013]]
}

=====

no.,Kohn-Sham gap (eV)
1,10.987
2,7.927